DFT (ωB97M-V/def2-TZVPD) results for C4H7NO2 in the gas phase.

Bonds (Å) are listed after each position.
Element x y z (Å)
1 C -1.0429 -0.1997 0.8245  H3 1.098, H7 1.091, O8 1.436, C10 1.519
2 O 0.6170 1.4431 0.6603  H5 0.966, C10 1.417
3 H -1.2592 -1.2655 0.9723  C1 1.098
4 H 0.6578 -1.7855 -0.2737  C6 1.099
5 H 1.4093 1.5866 0.1270  O2 0.966
6 C 0.9863 -0.7405 -0.3622  H4 1.099, H9 1.094, C10 1.535, N12 1.458
7 H -1.5731 0.3886 1.5753  C1 1.091
8 O -1.5696 0.2211 -0.4436  C1 1.436, C11 1.349
9 H 2.0785 -0.7489 -0.4224  C6 1.094
10 C 0.4558 0.0472 0.8439  C1 1.519, O2 1.417, C6 1.535, H13 1.105
11 C -0.6995 0.3541 -1.4665  O8 1.349, N12 1.269, H14 1.089
12 N 0.4745 -0.1140 -1.5755  C6 1.458, C11 1.269
13 H 0.9143 -0.2771 1.7955  C10 1.105
14 H -1.1168 0.9947 -2.2422  C11 1.089

Its SMILES is O[C@@H]1CN=COC1. The calculation puts the energy at -361.82104 a.u. The energy relative to the best compared isomer or geometry (same formula, charge and spin) is 157.1 kJ/mol. The calculation puts the orbital gap at 10.50 eV.